C6H7NO2S in the gas phase at a distorted geometry, computed with ωB97M-V/def2-TZVPD.

Its total charge is 0. The calculation puts the maximum force at 8.56 eV/Å. For the energy above the lowest of the compared OMol25 structures with the same formula, charge and spin, the calculation gives 125.2 kJ/mol. The HOMO-LUMO gap (alpha / beta) is 6.681 / 7.336 eV. As for the spin multiplicity: 3. The HOMO energy (alpha / beta) comes out at -6.12 / -9.40 eV.

Atoms and positions in Å:
C -2.38438 0.02881 -0.14353
C -1.37577 -0.16982 1.03345
C 3.20649 0.66384 -0.29489
C 2.23178 -0.29026 -0.38474
C -2.60134 1.22397 -0.65167
C 0.98600 -0.31569 0.27455
N 0.49857 -1.52501 0.26973
O 0.77623 -2.63948 -0.04400
O -0.83362 -1.48769 1.08727
S 0.06744 0.96736 0.99830
H -2.38101 -0.87454 -0.66408
H -1.93643 -0.05327 1.95099
H 3.90451 0.68453 -1.10011
H 3.02191 1.59537 0.21358
H 2.52097 -1.22679 -0.95237
H -2.29440 2.16275 -0.22048
H -3.40695 1.25592 -1.37200

Here are the Löwdin charges for atoms 1 to 8, given in e:
1. C -0.14
2. C -0.55
3. C 0.00
4. C -0.19
5. C 0.00
6. C -0.55
7. N -0.23
8. O 0.12

---

A molecular structure, C6H12ClO16S3Ti at a distorted geometry, computed with ωB97M-V/def2-TZVPD.

Its total charge is +1. The calculation puts the maximum force at 4.91 eV/Å. The HOMO-LUMO gap (alpha / beta) is 6.852 / 4.635 eV. As for the spin multiplicity: 5. The HOMO energy (alpha / beta) comes out at -9.38 / -13.89 eV.

Atoms and positions in Å:
Ti 13.82948 13.93677 -9.43187
Cl 11.58877 14.55005 -11.77136
O 12.62551 13.59119 -12.03763
O 11.54331 14.83235 -10.38415
O 11.90776 15.66721 -12.61854
O 10.27756 14.07105 -12.15619
C 16.98554 11.16770 -11.75419
C 15.88430 12.25456 -11.97310
O 15.53256 12.69564 -10.67811
S 15.85187 11.60532 -9.53482
O 14.63995 10.84567 -9.16796
O 16.67419 12.34142 -8.50969
O 16.72572 10.63869 -10.47794
H 18.03088 11.47523 -11.78228
H 16.88964 10.39386 -12.51581
H 15.00476 11.84744 -12.47185
H 16.52575 13.05223 -12.34775
C 13.07994 15.29856 -4.28264
C 14.59467 15.07501 -4.48170
O 14.83196 15.41412 -5.82749
S 13.57158 16.21421 -6.53137
O 13.32789 15.73287 -7.91005
O 13.71117 17.63847 -6.28478
O 12.56915 15.39242 -5.52954
H 12.92321 16.26548 -3.80452
H 12.64986 14.48811 -3.69417
H 14.81653 14.00868 -4.43892
H 15.24039 15.55630 -3.74719
C 10.36968 12.09209 -8.92074
C 9.94145 13.09497 -7.97542
O 10.95346 13.31071 -6.95099
S 12.07594 12.10840 -7.00977
O 11.51991 10.94003 -6.30598
O 13.39391 12.66329 -6.76832
O 11.70900 11.89632 -8.62538
H 10.30644 12.36277 -9.97471
H 9.83498 11.14406 -8.86210
H 9.03585 12.81763 -7.43590
H 9.71661 14.08838 -8.36363

Here are the Löwdin charges for atoms 1 to 8, given in e:
1. Ti 0.77
2. Cl 0.70
3. O -0.20
4. O -0.29
5. O -0.04
6. O -0.10
7. C -0.14
8. C -0.12

---

8 unconnected molecules or ions with the total composition C31H63NO20S2 at a distorted geometry, computed with ωB97M-V/def2-TZVPD.

Its total charge is -1. The calculation puts the maximum force at 4.61 eV/Å. The HOMO-LUMO gap (alpha / beta) is 1.480 / 9.391 eV. As for the spin multiplicity: 2. The HOMO energy (alpha / beta) comes out at 0.25 / -7.67 eV.

Atoms and positions in Å:
C 17.75687 8.06828 -1.41943
C 16.47593 7.31889 -1.54308
O 16.34212 6.14478 -1.31634
N 15.49978 8.11797 -1.97961
C 14.13957 7.71122 -2.42538
H 18.09879 8.64518 -2.27871
H 18.55345 7.35442 -1.20976
H 17.63855 8.77723 -0.59999
H 15.73734 9.07561 -2.19551
H 13.36689 7.65351 -1.65874
H 14.20171 6.69859 -2.82393
H 13.78382 8.33199 -3.24767
C 14.97876 4.28160 4.70297
C 15.11664 3.36313 3.44479
O 13.80965 3.33560 2.79440
C 13.06510 2.35277 2.60817
O 13.24323 1.27763 3.13394
O 11.93041 2.50296 1.80730
C 11.37908 3.80492 1.39919
H 14.23861 4.00259 5.45293
H 14.50603 5.22802 4.44046
H 15.99772 4.33902 5.08575
H 15.65383 2.41640 3.50158
H 15.65701 3.90048 2.66545
H 11.99203 4.46105 0.78120
H 11.29124 4.36067 2.33275
H 10.37895 3.49665 1.09456
C 10.70458 7.71395 -0.65941
C 10.44922 7.51305 0.91898
O 11.50243 8.19716 1.56646
C 12.60431 7.66564 2.08855
O 12.85654 6.43831 1.99458
O 13.30353 8.58628 2.81406
C 14.41607 8.09954 3.49784
H 10.96253 8.76583 -0.78229
H 10.01477 7.33239 -1.41219
H 11.61269 7.11265 -0.61593
H 10.42671 6.50928 1.34328
H 9.59567 8.16870 1.09121
H 13.95205 7.42750 4.21974
H 14.97908 8.94892 3.88471
H 14.98098 7.45172 2.82755
C 12.99146 11.62160 -3.46524
C 13.05454 12.40065 -2.13146
O 13.51079 11.73465 -0.91854
C 14.73160 11.23397 -0.93742
O 15.53238 11.17587 -1.80001
O 14.75274 10.56469 0.27868
C 15.91435 10.01454 0.83059
H 14.00386 11.60393 -3.86878
H 12.33176 12.09051 -4.19532
H 12.46529 10.66703 -3.47243
H 12.14593 12.95063 -1.88639
H 13.50917 13.36578 -2.35493
H 15.91993 10.23108 1.89885
H 16.87007 10.38562 0.46043
H 15.69994 8.94631 0.79873
C 8.05439 10.45817 -2.31364
C 8.34867 10.78713 -3.80785
O 7.83038 9.78293 -4.63069
C 7.95306 9.93865 -5.99177
O 8.76878 10.77729 -6.38634
O 6.94073 9.27140 -6.65217
C 6.96396 9.09747 -8.04150
H 8.00752 11.40822 -1.78137
H 8.97949 9.99079 -1.97624
H 7.29036 9.73198 -2.03611
H 9.43230 10.80198 -3.92463
H 7.92157 11.75304 -4.07749
H 7.75637 8.58472 -8.58672
H 6.71349 10.03415 -8.53947
H 6.02853 8.59584 -8.28935
C 11.04203 5.76922 6.81603
C 10.55192 5.97382 5.38078
O 10.50971 7.35294 5.20374
C 9.54310 7.98833 4.43277
O 8.67407 7.46347 3.75540
O 9.68652 9.28412 4.53848
C 10.94490 10.02433 4.71747
H 10.43015 6.15144 7.63310
H 12.02135 6.22077 6.97453
H 11.39957 4.75294 6.98166
H 9.52942 5.60200 5.31474
H 11.10439 5.35590 4.67292
H 10.78694 11.07173 4.97456
H 11.67332 10.03418 3.90666
H 11.38091 9.83066 5.69752
C 4.80657 7.99328 0.54794
C 6.19351 7.51111 0.93646
C 7.17429 8.75671 1.17446
S 5.96265 10.11031 1.63427
O 5.84677 11.07130 0.57059
O 6.29536 10.60049 2.95471
C 4.37653 9.13335 1.55886
H 4.16985 7.12683 0.72666
H 4.80498 8.34878 -0.48247
H 6.54795 6.67745 0.33024
H 6.11438 7.03527 1.91391
H 7.87198 9.18288 0.45353
H 7.75910 8.69166 2.09198
H 3.60722 9.85309 1.27915
H 4.22712 8.74226 2.56526
C 16.32786 8.94062 9.27957
C 16.17191 10.06755 8.22384
C 15.88419 9.48663 6.83983
S 15.60974 7.63293 7.13576
O 16.97058 6.93750 7.02310
O 14.46103 7.02855 6.53846
C 15.27420 7.90800 8.98902
H 15.99530 9.30754 10.25059
H 17.34116 8.53997 9.30801
H 16.95770 10.82260 8.24763
H 15.29311 10.64673 8.50731
H 16.58655 9.63572 6.01974
H 14.91861 9.93050 6.59749
H 15.58487 6.93116 9.35967
H 14.27282 8.16459 9.33472

Here are the Löwdin charges for atoms 1 to 8, given in e:
1. C -0.01
2. C -0.61
3. O 0.06
4. N 0.03
5. C -0.03
6. H 0.09
7. H 0.09
8. H 0.05

---

> What is the formula in the first record?

C6H7NO2S